(1)
DFT (ωB97M-V with the def2-TZVPD basis set) results for a structure of composition C10H40KN20O10.

Each line ends with the Löwdin charge.
Atoms and positions in Å:
K 0.015 -0.234 0.504  0.77
C 3.572 -1.097 1.227  -0.75
O 3.054 -0.325 0.456  -0.01
N 2.959 -1.362 2.373  0.18
N 4.739 -1.634 1.088  0.20
H 3.560 -1.613 3.144  0.11
H 1.987 -1.138 2.536  0.05
H 5.257 -1.423 0.247  0.13
H 5.004 -2.410 1.677  0.13
C 3.295 3.668 2.157  -0.77
O 4.210 3.856 3.001  0.00
N 2.625 2.582 2.069  0.19
N 2.582 4.655 1.786  0.16
H 3.068 1.753 2.439  0.11
H 1.793 2.476 1.505  0.08
H 2.899 5.593 1.990  0.13
H 2.074 4.644 0.914  0.10
C -1.039 -3.825 1.030  -0.68
O -0.584 -3.114 0.123  -0.03
N -1.848 -4.859 0.896  0.16
N -0.919 -3.654 2.358  0.17
H -2.303 -5.089 1.769  0.12
H -2.076 -4.969 -0.082  0.13
H -1.043 -4.543 2.820  0.11
H -0.323 -2.888 2.637  0.06
C -2.293 -1.330 -5.539  -0.76
O -3.383 -1.285 -5.003  0.02
N -2.167 -1.880 -6.772  0.15
N -1.260 -0.758 -5.030  0.18
H -3.013 -1.923 -7.323  0.11
H -1.285 -1.745 -7.245  0.10
H -1.152 -0.188 -4.203  0.11
H -0.328 -0.848 -5.409  0.10
C 0.128 -0.582 4.134  -0.87
O 0.190 -1.355 3.293  0.04
N 1.164 -0.372 4.843  0.20
N -0.801 0.203 4.476  0.24
H 1.913 -1.049 4.815  0.13
H 1.057 0.385 5.503  0.13
H -1.717 0.245 4.053  0.12
H -0.523 0.915 5.137  0.13
C 3.328 1.830 -2.472  -0.80
O 3.580 2.229 -3.589  0.04
N 4.217 1.084 -1.782  0.16
N 2.309 2.058 -1.760  0.18
H 4.108 1.092 -0.778  0.07
H 4.930 0.600 -2.309  0.11
H 1.777 2.862 -2.061  0.12
H 1.944 1.260 -1.261  0.08
C 1.250 -1.861 -2.327  -0.73
O 0.668 -0.843 -1.905  -0.11
N 1.473 -2.999 -1.768  0.21
N 1.768 -1.786 -3.535  0.17
H 1.958 -3.660 -2.359  0.13
H 1.081 -3.212 -0.862  0.08
H 1.530 -0.945 -4.040  0.11
H 2.550 -2.393 -3.737  0.12
C -3.944 -1.415 1.511  -0.75
O -3.408 -0.684 2.311  0.02
N -4.937 -2.209 1.855  0.17
N -3.587 -1.507 0.226  0.18
H -5.417 -2.577 1.046  0.11
H -5.219 -2.246 2.824  0.12
H -3.838 -2.261 -0.398  0.12
H -3.027 -0.718 -0.062  0.05
C -1.259 3.122 1.644  -0.78
O -0.467 2.386 1.178  -0.01
N -2.459 2.908 2.180  0.19
N -1.103 4.402 1.624  0.18
H -2.821 1.966 2.223  0.10
H -3.048 3.717 2.315  0.11
H -1.933 4.949 1.806  0.12
H -0.396 4.783 1.012  0.12
C -2.648 1.727 -1.758  -0.76
O -2.573 0.974 -0.817  0.01
N -3.514 1.797 -2.718  0.21
N -1.701 2.625 -1.889  0.18
H -4.201 1.074 -2.876  0.13
H -3.340 2.541 -3.378  0.12
H -1.514 3.195 -2.701  0.12
H -1.207 2.653 -1.008  0.08

Properties
Gap between HOMO and LUMO = 8.97 eV
Net charge = +1
Energy relative to the best compared isomer or geometry (same formula, charge and spin) = 0.00 kcal/mol
HOMO = -11.038 eV



(2)
DFT (ωB97M-V with the def2-TZVPD basis set) results for a cluster of 10 separate species, C10H40N20O10 in total.

Each line ends with the Löwdin charge.
Atoms and positions in Å:
N 3.890 0.709 -22.412  0.17
C 5.103 0.359 -21.979  -0.88
N 5.966 0.369 -22.901  0.19
O 5.254 0.245 -20.844  0.09
H 3.762 0.976 -23.377  0.10
H 3.176 0.843 -21.710  0.07
H 5.671 0.656 -23.823  0.12
H 6.882 0.211 -22.505  0.13
N -1.075 -1.610 -22.110  0.21
C -1.465 -0.621 -22.819  -0.80
N -2.319 -0.921 -23.748  0.18
O -1.162 0.517 -22.611  0.03
H -0.431 -1.289 -21.401  0.10
H -1.318 -2.579 -22.256  0.13
H -2.594 -0.209 -24.410  0.08
H -2.901 -1.704 -23.485  0.12
N -1.361 1.367 -19.551  0.18
C -1.362 0.117 -19.153  -0.79
N -0.235 -0.405 -19.324  0.16
O -2.400 -0.508 -18.824  -0.02
H -2.154 1.989 -19.488  0.11
H -0.493 1.719 -19.929  0.07
H -0.296 -1.385 -19.086  0.14
H 0.443 0.310 -19.548  0.06
N -1.581 2.288 -25.839  0.20
C -2.550 2.357 -25.060  -0.80
N -2.478 3.425 -24.351  0.17
O -3.487 1.527 -25.032  -0.01
H -1.551 1.607 -26.584  0.14
H -0.830 2.934 -25.639  0.12
H -1.767 4.131 -24.478  0.08
H -3.293 3.579 -23.775  0.12
N 5.095 4.265 -23.105  0.18
C 5.903 4.619 -24.059  -0.83
N 7.120 4.906 -23.716  0.17
O 5.502 4.680 -25.185  0.04
H 5.421 4.099 -22.164  0.10
H 4.098 4.235 -23.262  0.08
H 7.258 4.855 -22.717  0.10
H 7.829 5.175 -24.383  0.12
N 0.001 6.800 -25.366  0.14
C 0.161 8.065 -24.945  -0.76
N -0.761 8.836 -25.443  0.17
O 1.192 8.406 -24.401  0.04
H -0.949 6.656 -25.675  0.09
H 0.817 6.206 -25.318  0.12
H -0.720 9.827 -25.252  0.13
H -1.641 8.380 -25.639  0.07
N 2.344 3.428 -19.629  0.22
C 2.318 2.174 -19.384  -0.74
N 2.804 1.846 -18.205  0.19
O 1.703 1.414 -20.104  -0.03
H 1.922 3.793 -20.471  0.10
H 2.921 3.964 -18.996  0.13
H 3.511 2.333 -17.673  0.12
H 2.835 0.865 -17.964  0.12
N -3.728 1.925 -21.706  0.16
C -4.879 1.286 -21.528  -0.81
N -4.868 0.196 -22.203  0.18
O -5.849 1.774 -21.066  0.07
H -2.859 1.518 -22.022  0.06
H -3.600 2.717 -21.093  0.10
H -5.747 -0.297 -22.269  0.13
H -4.148 0.193 -22.911  0.07
N -3.915 8.109 -24.495  0.19
C -3.579 7.382 -23.540  -0.79
N -4.384 7.546 -22.466  0.15
O -2.667 6.599 -23.512  0.05
H -4.733 8.680 -24.340  0.13
H -3.616 7.879 -25.432  0.13
H -3.911 7.498 -21.575  0.11
H -5.389 7.637 -22.492  0.11
N -0.293 4.570 -22.888  0.17
C 0.768 3.885 -22.768  -0.82
N 0.422 2.812 -22.130  0.17
O 1.846 4.367 -22.753  0.07
H -0.267 5.507 -23.264  0.09
H -1.201 4.209 -22.633  0.10
H -0.461 2.420 -22.425  0.07
H 1.117 2.114 -21.908  0.08

Properties
Gap between HOMO and LUMO = 8.88 eV
Energy relative to the best compared isomer or geometry (same formula, charge and spin) = 175.14 kcal/mol
HOMO = -8.899 eV



(3)
DFT (ωB97M-V with the def2-TZVPD basis set) results for a cluster of 10 separate species, C10H40N20O10 in total.

Each line ends with the Löwdin charge.
Atoms and positions in Å:
N -0.875 -1.376 4.617  0.17
C -1.607 -0.267 4.401  -0.68
N -2.556 -0.025 5.341  0.16
O -1.259 0.491 3.501  0.01
H -1.302 -2.096 5.175  0.10
H -0.006 -1.512 4.133  0.11
H -2.831 -0.693 6.035  0.10
H -2.937 0.906 5.342  0.11
N 3.795 2.695 0.864  0.18
C 3.981 3.936 0.368  -0.70
N 4.347 3.957 -0.944  0.16
O 3.823 4.963 1.021  -0.01
H 3.631 2.610 1.848  0.06
H 3.798 1.881 0.229  0.05
H 4.456 3.177 -1.555  0.05
H 4.434 4.946 -1.132  0.11
N 4.641 -0.614 2.020  0.16
C 6.007 -0.687 2.054  -0.69
N 6.399 -1.526 3.011  0.14
O 6.803 -0.164 1.267  0.01
H 4.289 -0.403 2.940  0.06
H 4.065 -0.225 1.287  0.06
H 7.335 -1.456 3.381  0.11
H 5.748 -1.923 3.665  0.10
N -5.163 -3.133 -2.668  0.15
C -3.837 -2.894 -2.706  -0.67
N -3.452 -1.977 -1.792  0.18
O -3.072 -3.568 -3.405  -0.01
H -5.441 -4.075 -2.884  0.10
H -5.741 -2.604 -2.040  0.09
H -2.539 -1.559 -1.851  0.08
H -4.051 -1.853 -0.983  0.05
N 3.015 2.100 4.108  0.16
C 2.000 1.635 3.364  -0.69
N 0.975 2.529 3.305  0.18
O 2.017 0.533 2.798  0.00
H 2.939 3.058 4.399  0.11
H 3.909 1.642 4.132  0.11
H 0.076 2.088 3.166  0.07
H 1.095 3.452 3.675  0.10
N 5.474 -0.402 -1.496  0.20
C 4.440 0.427 -1.597  -0.61
N 4.468 1.248 -2.680  0.16
O 3.623 0.482 -0.653  -0.05
H 6.182 -0.260 -2.197  0.11
H 5.522 -1.144 -0.824  0.11
H 4.918 0.938 -3.526  0.11
H 3.563 1.647 -2.900  0.13
N -2.139 -2.293 -6.808  0.15
C -1.887 -1.454 -5.775  -0.68
N -1.197 -2.034 -4.793  0.17
O -2.475 -0.374 -5.614  -0.02
H -1.598 -3.134 -6.880  0.09
H -2.704 -1.974 -7.574  0.10
H -1.145 -1.471 -3.957  0.09
H -1.091 -3.028 -4.861  0.09
N -4.668 -2.005 2.930  0.15
C -4.615 -1.649 1.638  -0.66
N -4.482 -0.306 1.455  0.18
O -4.714 -2.495 0.745  0.01
H -4.640 -1.350 3.693  0.08
H -4.787 -2.934 3.291  0.11
H -4.802 0.247 2.229  0.10
H -4.457 0.042 0.508  0.06
N -2.753 1.193 -3.044  0.19
C -3.881 1.254 -2.334  -0.68
N -5.013 1.211 -3.048  0.18
O -3.840 1.136 -1.098  -0.05
H -2.007 0.991 -2.381  0.06
H -2.704 1.115 -4.047  0.08
H -5.901 1.164 -2.582  0.10
H -4.964 1.313 -4.046  0.10
N 0.779 0.358 0.019  0.18
C -0.331 0.178 -0.730  -0.64
N -1.419 0.040 0.046  0.17
O -0.315 0.247 -1.980  -0.03
H 0.697 0.566 0.999  0.06
H 1.699 0.412 -0.392  0.06
H -2.366 0.253 -0.265  0.05
H -1.379 -0.124 1.039  0.08

Properties
Gap between HOMO and LUMO = 8.73 eV
Energy relative to the best compared isomer or geometry (same formula, charge and spin) = 34.01 kcal/mol
HOMO = -8.665 eV



(4)
DFT (ωB97M-V with the def2-TZVPD basis set) results for a cluster of 11 separate species, C10H40N20O14S in total.

Each line ends with the Löwdin charge.
Atoms and positions in Å:
S 0.401 0.081 -0.115  0.05
O 1.768 -0.188 -0.668  -0.50
O 0.343 -0.367 1.259  -0.46
O 0.015 1.468 -0.152  -0.46
O -0.533 -0.662 -0.974  -0.49
C -1.052 -5.864 2.181  -0.74
O -1.679 -6.890 1.945  0.00
N -0.823 -4.813 1.412  0.17
N -0.616 -5.583 3.409  0.13
H -1.236 -4.765 0.491  0.12
H -0.374 -4.003 1.816  0.11
H -0.714 -6.152 4.238  0.11
H -0.248 -4.649 3.524  0.09
C 3.539 -2.805 -5.148  -0.75
O 4.328 -2.803 -6.143  -0.04
N 3.065 -1.736 -4.695  0.17
N 3.264 -3.826 -4.312  0.15
H 3.229 -0.848 -5.149  0.13
H 2.651 -1.694 -3.775  0.13
H 3.696 -4.688 -4.613  0.10
H 2.434 -3.856 -3.737  0.11
C -0.518 3.009 -4.663  -0.78
O -0.498 3.363 -5.841  -0.01
N -1.504 2.368 -4.105  0.16
N 0.487 3.089 -3.822  0.17
H -1.389 2.040 -3.157  0.10
H -2.335 2.064 -4.594  0.12
H 1.343 3.487 -4.181  0.11
H 0.421 2.707 -2.889  0.10
C -3.319 -0.534 6.088  -0.83
O -4.292 -0.847 6.761  0.02
N -3.164 0.309 5.206  0.19
N -2.209 -1.256 6.159  0.13
H -3.865 0.967 4.896  0.14
H -2.493 -0.030 4.530  0.13
H -1.427 -0.743 5.780  0.10
H -2.178 -1.607 7.106  0.11
C -2.624 6.747 -0.415  -0.87
O -3.194 6.237 0.526  0.05
N -2.920 7.804 -1.022  0.17
N -1.565 6.239 -0.936  0.15
H -3.824 8.188 -0.788  0.13
H -2.377 8.134 -1.807  0.13
H -0.821 6.898 -0.756  0.12
H -1.487 5.311 -0.546  0.12
C 0.585 3.238 4.510  -0.80
O 0.607 3.933 5.506  0.00
N -0.197 3.523 3.544  0.18
N 1.387 2.165 4.305  0.16
H 0.195 3.163 2.686  0.12
H -0.758 4.358 3.639  0.13
H 1.160 1.562 3.528  0.09
H 1.612 1.674 5.158  0.10
C -2.451 -3.855 -4.484  -0.81
O -2.843 -4.684 -5.248  0.03
N -2.909 -3.910 -3.252  0.15
N -1.433 -3.035 -4.636  0.18
H -2.770 -3.082 -2.691  0.10
H -3.817 -4.328 -3.108  0.11
H -0.933 -3.045 -5.514  0.12
H -1.308 -2.355 -3.900  0.11
C 5.817 2.302 -0.062  -0.81
O 6.738 2.993 0.379  -0.01
N 5.920 1.139 -0.600  0.16
N 4.561 2.591 0.028  0.17
H 6.894 0.876 -0.646  0.12
H 5.069 0.623 -0.774  0.12
H 4.226 3.516 0.255  0.12
H 3.905 1.869 -0.235  0.10
C 4.128 -3.554 1.679  -0.86
O 4.799 -4.445 2.113  0.01
N 3.609 -2.720 2.490  0.18
N 3.806 -3.456 0.430  0.19
H 3.758 -2.705 3.489  0.12
H 2.920 -2.025 2.239  0.11
H 4.263 -4.064 -0.234  0.12
H 3.256 -2.653 0.159  0.10
C -4.985 0.755 0.318  -0.79
O -6.137 0.898 0.634  0.02
N -4.064 1.647 -0.021  0.17
N -4.454 -0.430 0.210  0.16
H -3.161 1.310 -0.320  0.10
H -4.251 2.623 -0.202  0.11
H -3.513 -0.431 -0.157  0.10
H -4.939 -1.280 0.462  0.12

Properties
Gap between HOMO and LUMO = 6.39 eV
Net charge = -2
Energy relative to the best compared isomer or geometry (same formula, charge and spin) = 235.44 kcal/mol
HOMO = -2.979 eV



(5)
DFT (ωB97M-V with the def2-TZVPD basis set) results for a cluster of 10 separate species, C10H40N6O10 in total.

Each line ends with the natural charge from an NBO analysis.
Atoms and positions in Å:
N 0.860 2.607 -3.153  -0.82
C 1.293 1.989 -2.079  0.73
N 2.114 1.033 -2.412  -0.87
O 0.786 2.275 -0.816  -0.72
H 0.069 3.188 -2.967  0.41
H 1.007 2.278 -4.095  0.39
H 2.419 0.264 -1.722  0.44
H 2.381 0.840 -3.402  0.39
N 4.505 -1.985 -1.319  -0.82
C 3.333 -1.822 -0.788  0.74
N 3.148 -0.588 -0.516  -0.87
O 2.537 -2.836 -0.389  -0.68
H 4.575 -2.897 -1.801  0.41
H 5.143 -1.222 -1.646  0.39
H 2.365 -0.540 0.160  0.47
H 3.895 0.145 -0.679  0.41
N -2.412 2.134 -2.077  -0.80
C -2.617 2.908 -1.067  0.78
N -3.249 4.054 -1.354  -0.84
O -2.213 2.559 0.210  -0.77
H -1.876 1.256 -1.945  0.43
H -2.715 2.267 -3.044  0.40
H -3.406 4.663 -0.523  0.41
H -3.556 4.511 -2.195  0.41
C -0.797 4.234 2.719  -0.25
O -0.240 3.292 1.854  -0.75
H -0.818 3.823 3.701  0.15
H -1.839 4.531 2.502  0.16
H -0.093 5.081 2.896  0.16
H -0.917 3.138 1.164  0.51
C 2.462 0.245 2.473  -0.25
O 1.736 -0.842 2.194  -0.73
H 3.533 0.080 2.143  0.14
H 2.257 0.610 3.399  0.17
H 2.131 1.034 1.826  0.19
H 1.678 -1.380 2.971  0.48
C -2.191 -3.499 -1.163  -0.24
O -0.898 -3.763 -0.821  -0.78
H -2.852 -4.268 -0.703  0.17
H -2.324 -3.436 -2.298  0.14
H -2.466 -2.544 -0.675  0.15
H -0.457 -2.876 -0.602  0.52
C -0.570 -3.519 2.727  -0.24
O 0.314 -4.105 1.837  -0.73
H -1.103 -4.207 3.321  0.15
H -1.210 -2.821 2.313  0.17
H -0.042 -2.953 3.490  0.15
H -0.177 -4.525 1.118  0.49
C -0.816 -0.348 0.110  -0.24
O 0.120 -1.402 0.029  -0.76
H -1.713 -0.660 0.589  0.15
H -1.191 -0.157 -0.860  0.14
H -0.520 0.531 0.586  0.21
H 0.408 -1.590 0.963  0.52
C 0.148 -1.530 -3.561  -0.24
O -0.083 -0.168 -3.652  -0.78
H 1.151 -1.665 -3.199  0.16
H 0.099 -2.202 -4.448  0.17
H -0.630 -1.895 -2.983  0.18
H 0.565 0.362 -3.149  0.48
C -2.119 0.585 3.321  -0.27
O -1.230 -0.536 3.591  -0.74
H -2.803 0.921 4.100  0.16
H -2.755 0.318 2.477  0.19
H -1.410 1.367 3.020  0.20
H -0.720 -0.342 4.300  0.45

Properties
Gap between HOMO and LUMO = 9.03 eV
Energy relative to the best compared isomer or geometry (same formula, charge and spin) = 139.19 kcal/mol
HOMO = -8.834 eV



(6)
DFT (ωB97M-V with the def2-TZVPD basis set) results for a cluster of 15 separate species, C10H41B2NO6 in total.

Each line ends with the natural charge from an NBO analysis.
Atoms and positions in Å:
O 3.808 4.745 -0.728  -0.93
H 3.006 5.252 -0.844  0.46
H 3.763 4.138 -1.422  0.45
H -0.182 -6.904 1.067  -0.12
O 2.892 0.235 1.089  -0.94
H 2.953 0.636 0.172  0.46
H 3.830 0.197 1.149  0.48
H -0.511 1.175 0.660  0.49
B -4.587 1.550 -0.320  0.36
H 5.932 -6.406 -3.100  0.00
H 2.569 -6.234 2.384  -0.06
H 0.666 -3.366 2.573  -0.27
H -5.051 2.436 0.322  -0.35
B 3.898 1.970 -2.189  -0.21
H 0.283 -4.265 -3.027  -0.27
H 4.744 -4.331 -2.418  0.00
H 3.844 -6.517 -0.659  0.03
H 4.953 -7.902 1.947  -0.04
C -2.721 -5.280 -0.104  -0.63
C -3.943 -4.906 -0.890  -0.06
O -4.316 -3.555 -0.731  -0.73
H -2.258 -6.166 -0.599  0.22
H -2.874 -5.473 0.928  0.21
H -2.016 -4.500 -0.242  0.22
H -4.823 -5.504 -0.620  0.15
H -3.705 -5.104 -1.944  0.16
H -5.243 -3.522 -0.760  0.46
C -0.445 -2.142 -0.396  -0.65
C -1.153 -1.645 0.853  -0.09
O -1.920 -0.371 0.686  -0.80
H -1.137 -2.382 -1.216  0.22
H 0.024 -3.093 -0.144  0.26
H 0.325 -1.390 -0.674  0.19
H -0.345 -1.428 1.581  0.19
H -1.765 -2.454 1.339  0.20
H -2.612 -0.553 0.024  0.49
C -1.426 4.050 -2.379  -0.26
O -0.407 3.701 -1.410  -0.58
C 0.325 2.477 -1.709  -0.09
C 0.995 1.991 -0.499  -0.26
N 0.060 2.082 0.677  -0.53
C 0.718 2.239 2.001  -0.26
C 1.107 3.687 2.197  -0.08
O -0.144 4.351 2.325  -0.56
C -0.088 5.765 2.152  -0.26
H -2.068 4.723 -1.790  0.20
H -2.033 3.103 -2.577  0.18
H -0.984 4.461 -3.354  0.20
H 1.002 2.606 -2.558  0.22
H -0.415 1.658 -1.874  0.19
H 1.977 2.468 -0.300  0.22
H 1.211 0.958 -0.714  0.24
H -0.515 2.853 0.499  0.44
H 1.581 1.589 2.016  0.27
H 0.081 1.801 2.793  0.24
H 1.610 3.986 1.341  0.18
H 1.755 3.897 3.087  0.20
H -1.038 6.209 1.794  0.20
H 0.651 6.128 1.407  0.17
H 0.160 6.272 3.126  0.18

Properties
Gap between HOMO and LUMO = 1.94 eV
HOMO = -5.601 eV



So what do the calculations give for DFT total energy? Going down the list: -2852.617059, -2252.739854, -2252.964760, -2952.039257, -1485.749415, -959.759584 a.u..
So what do the calculations give for LUMO level? Going down the list: -2.066, -0.015, 0.066, 3.416, 0.200, -3.660 eV.